Entry from the Open Molecules 2025 dataset: the ion C7H15ClN with charge +1 (the ωB97M-V functional and the def2-TZVPD basis).

expectation value of S² = 2.008
charge = +1
calculated total energy = -21500.2722 eV
energy relative to the best compared isomer or geometry (same formula, charge and spin) = 321.6 kJ/mol
max |F| = 0.1125 hartree/bohr
Kohn-Sham gap (alpha / beta) = 3.447 / 3.315 eV
E_HOMO (alpha / beta) = -7.71 / -13.76 eV
multiplicity = 3

Geometry as XYZ:
```
24
Properties=species:S:1:pos:R:3:mulliken_spin:R:1
C -3.067 0.016 0.624 0.084
C 2.337 0.075 -1.275 -0.034
C 2.376 1.582 0.694 0.005
C -1.828 0.187 -0.272 0.029
C -0.489 -2.038 0.341 0.038
C 1.647 0.583 -0.009 0.587
C -0.514 -0.598 -0.170 -0.007
N 0.529 0.213 0.511 0.208
Cl -4.583 0.463 -0.300 0.797
H -2.990 0.810 1.375 0.130
H 2.047 -0.968 -1.634 0.020
H 2.047 0.440 -2.256 0.053
H 3.365 0.174 -1.344 0.009
H 2.539 2.427 -0.053 0.030
H 3.360 1.026 0.976 0.034
H 1.731 2.058 1.429 0.006
H -2.173 0.096 -1.293 0.009
H -3.268 -0.801 1.204 0.011
H -1.682 1.312 -0.174 0.012
H -1.089 -2.780 -0.408 0.001
H -1.021 -1.951 1.355 0.000
H 0.510 -2.382 0.556 -0.013
H 0.311 0.697 1.363 -0.049
H -0.093 -0.642 -1.240 0.039
```

=====

Entry from the Open Molecules 2025 dataset: the ion C7H15ClN4O with charge +2 (the ωB97M-V functional and the def2-TZVPD basis).

charge = +2
calculated total energy = -28014.7121 eV
structure (SMILES) = CCO[C@]1([C@H](C)Cl)NC=[NH+]C(=[NH2+])N1
max |F| = 0.0804 hartree/bohr
Kohn-Sham gap = 9.518 eV
E_HOMO = -18.02 eV

Geometry as XYZ:
```
28
Properties=species:S:1:pos:R:3:nbo_charge:R:1
C 1.884 3.224 0.101 -0.613
C 1.810 1.653 0.231 -0.101
O 0.542 1.338 -0.338 -0.502
C -0.044 0.166 -0.244 0.591
C -1.175 -0.254 -1.473 -0.175
C -2.451 0.531 -1.294 -0.665
Cl -1.262 -2.072 -1.483 0.001
N -0.960 0.141 0.977 -0.495
C -1.241 -0.875 1.675 0.433
N -0.631 -2.061 1.269 -0.580
C 0.441 -2.079 0.381 0.724
N 1.009 -3.254 0.168 -0.722
N 0.865 -0.958 -0.129 -0.598
H 1.879 3.591 1.056 0.227
H 2.676 3.645 -0.464 0.249
H 0.948 3.545 -0.412 0.234
H 1.800 1.328 1.333 0.192
H 2.630 1.273 -0.349 0.203
H -0.779 0.023 -2.423 0.252
H -3.075 0.089 -2.111 0.279
H -2.397 1.600 -1.409 0.268
H -2.898 0.319 -0.324 0.201
H -1.311 1.091 1.106 0.478
H -1.775 -0.749 2.549 0.271
H -0.734 -2.821 1.954 0.470
H 1.840 -3.465 -0.409 0.465
H 0.617 -4.141 0.483 0.451
H 1.793 -0.829 -0.421 0.464
```